Entry from OMol25: C34H48N2O2Pt as an isolated structure at a distorted geometry (wB97M-V/def2-TZVPD).

Results
Strongest force on any atom: 2.19 eV/Å
Kohn-Sham gap (alpha / beta): 3.98 / 3.96 eV
Multiplicity: 1
Molecular weight: 711.85 g/mol

Structure (XYZ):
```
87
Properties=species:S:1:pos:R:3:mulliken_charge:R:1
Pt -0.67 0.48 -2.16 1.174
C -0.90 3.40 4.93 -2.379
C -0.19 2.29 4.15 2.177
C 1.30 2.34 4.51 -1.763
C -0.76 0.94 4.61 -1.290
C -0.43 2.39 2.65 -1.138
C 0.22 1.52 1.78 0.108
C -0.19 1.42 0.45 -0.313
N 0.35 0.62 -0.53 -0.655
C 1.05 -0.55 -0.41 -0.860
C 1.23 -1.31 0.74 -0.079
C 1.95 -2.49 0.69 -0.630
C 2.63 -2.79 -0.49 -0.578
C 2.49 -2.07 -1.67 -0.193
C 1.52 -1.05 -1.68 1.083
O 0.96 -0.57 -2.76 -1.143
C 3.33 -2.48 -2.88 1.995
C 3.24 -1.50 -4.04 -1.831
C 4.81 -2.54 -2.44 -1.796
C 2.89 -3.86 -3.38 -1.379
C 1.86 -3.46 1.85 1.935
C 2.21 -2.78 3.19 -1.498
C 2.79 -4.68 1.69 -2.254
C 0.41 -3.97 1.88 -1.584
C -1.24 2.26 -0.06 1.276
O -1.71 2.00 -1.26 -1.140
C -1.71 3.31 0.76 -0.612
C -1.34 3.29 2.10 0.039
C -2.52 4.47 0.19 2.409
C -3.00 5.45 1.26 -2.307
C -3.75 3.97 -0.57 -1.646
C -1.58 5.22 -0.77 -1.724
H -0.70 3.28 6.00 0.461
H -1.98 3.34 4.80 0.378
H -0.56 4.38 4.63 0.439
H 1.40 2.36 5.60 0.478
H 1.77 3.24 4.11 0.413
H 1.84 1.48 4.14 0.253
H -0.61 0.81 5.68 0.471
H -0.28 0.12 4.09 0.052
H -1.83 0.89 4.40 0.357
H 1.06 0.94 2.12 1.129
H 0.70 -1.02 1.64 1.075
H 3.25 -3.67 -0.52 0.564
H 3.51 -0.49 -3.73 0.408
H 2.23 -1.46 -4.44 0.210
H 3.92 -1.81 -4.83 0.481
H 5.13 -1.57 -2.08 0.393
H 5.43 -2.81 -3.29 0.472
H 4.98 -3.27 -1.65 0.323
H 1.86 -3.82 -3.73 0.199
H 2.97 -4.62 -2.60 0.269
H 3.52 -4.18 -4.21 0.480
H 3.18 -2.28 3.13 0.358
H 2.25 -3.52 3.98 0.504
H 1.46 -2.04 3.46 0.118
H 3.83 -4.37 1.63 0.403
H 2.53 -5.24 0.79 0.414
H 2.67 -5.34 2.54 0.469
H -0.28 -3.14 2.00 0.323
H 0.26 -4.67 2.69 0.441
H 0.18 -4.46 0.94 0.376
H -1.78 4.02 2.75 0.742
H -3.67 4.96 1.97 0.437
H -3.54 6.26 0.79 0.440
H -2.16 5.89 1.81 0.457
H -4.33 3.29 0.05 0.364
H -3.45 3.46 -1.48 0.166
H -4.39 4.81 -0.85 0.516
H -0.73 5.62 -0.23 0.386
H -2.11 6.04 -1.25 0.447
H -1.21 4.55 -1.55 0.330
C -4.02 1.13 -2.81 -0.878
C -3.41 -0.19 -3.08 0.622
C -4.09 -1.41 -3.14 -0.848
C -3.16 -2.36 -3.51 -0.797
C -1.93 -1.70 -3.66 0.322
C -0.70 -2.32 -4.20 -0.611
N -2.09 -0.37 -3.39 -0.338
H -5.08 1.09 -3.07 0.408
H -3.51 1.91 -3.38 0.257
H -3.93 1.39 -1.75 0.006
H -5.14 -1.54 -2.96 0.438
H -3.32 -3.41 -3.69 0.462
H -0.97 -3.14 -4.87 0.500
H -0.08 -2.74 -3.39 -0.110
H -0.10 -1.59 -4.73 0.171
```